ORCA calculation (the ωB97M-V functional and the def2-TZVPD basis) on a molecular structure, C41H104F6LiN9O27S2.

XYZ file:
```
190
Properties=species:S:1:pos:R:3:forces:R:3:lowdin_charge:R:1
Li 6.388796 0.931132 -2.545100 -0.2 -0.2 0.3 0.93
C 2.976476 0.750542 1.895900 0.5 0.4 -1.3 -0.71
F 2.143576 -0.205868 1.948110 -3.5 -1.2 0.8 0.17
F 3.055766 1.351242 3.084950 0.2 0.4 -0.6 0.15
F 4.070146 0.055242 1.633500 2.8 0.9 -0.3 0.12
S 2.584856 2.002462 0.415160 0.8 1.3 0.1 0.72
O 1.293836 2.580112 0.795130 2.0 -1.0 -0.7 -0.31
O 3.731546 2.930672 0.388730 -1.2 -1.8 -0.2 -0.37
N 2.663426 1.041202 -1.111220 1.7 1.4 3.6 -0.33
S 1.181176 0.585892 -1.207260 -4.9 1.6 -0.8 0.56
O 0.605516 -0.013678 0.008880 0.8 0.2 -2.3 -0.33
O 0.406756 1.709062 -1.821220 1.1 -2.9 0.7 -0.34
C 1.155366 -0.819148 -2.509740 -0.4 1.5 -0.3 -0.67
F 1.459666 -1.969348 -1.979830 0.6 -0.9 0.4 0.16
F -0.095904 -0.897308 -2.964900 0.1 0.1 0.0 0.13
F 1.958426 -0.578378 -3.578960 -0.1 -0.1 0.6 0.09
C 0.017906 0.443372 10.384710 0.9 1.3 2.6 -0.24
C 0.795456 1.367392 11.457120 -1.8 0.0 -0.2 -0.19
O 0.568326 1.034282 12.888890 0.3 0.0 -2.2 -0.09
O 0.543176 -0.834498 10.546390 0.2 -0.9 -0.7 -0.07
H 0.177346 0.831212 9.378590 0.0 0.3 0.0 0.11
H -1.050724 0.405982 10.596210 0.1 0.1 0.1 0.12
H 0.429936 2.387822 11.342160 0.0 0.2 -0.3 0.10
H 1.858056 1.378992 11.214530 0.2 -0.3 0.1 0.10
H 0.976136 1.798422 13.302870 -0.1 -0.1 0.5 0.06
H 1.413476 -0.759728 10.148160 0.2 -0.6 0.1 0.08
C -6.282134 -5.070758 -6.572910 -0.3 -1.0 0.3 -0.23
C -7.405144 -4.337818 -5.729340 3.0 -1.0 -1.6 -0.22
O -6.950484 -3.018258 -5.604640 -0.5 1.0 0.2 -0.07
O -6.227874 -4.626268 -7.953190 -0.2 0.0 1.3 -0.08
H -6.388534 -6.153418 -6.504930 -0.7 -0.2 -0.6 0.11
H -5.263114 -4.996598 -6.193150 -0.1 0.8 0.6 0.11
H -7.405954 -4.763738 -4.726000 -0.6 -0.1 -0.2 0.12
H -8.280524 -4.425368 -6.372880 -0.5 -0.1 0.7 0.12
H -7.066794 -2.619268 -6.470020 0.0 0.3 0.0 0.08
H -5.629144 -3.883718 -7.844820 0.1 0.2 -0.7 0.07
C 11.995086 7.902512 0.667370 -1.0 -0.5 0.3 -0.22
C 11.344386 6.582742 0.015300 0.1 2.2 0.1 -0.25
O 11.949886 5.457392 0.529870 0.5 -0.7 0.3 -0.06
O 13.364066 8.117852 0.406400 0.9 -0.8 -1.7 -0.08
H 12.062376 7.819022 1.752090 -1.4 -0.4 0.2 0.11
H 11.376436 8.751512 0.376590 0.0 0.1 0.0 0.11
H 11.348136 6.555812 -1.074360 0.7 0.5 -0.4 0.11
H 10.265596 6.559452 0.169470 0.0 0.1 0.9 0.11
H 12.872796 5.702922 0.432090 0.5 -0.7 0.2 0.08
H 13.669526 8.997892 0.638400 -0.4 0.0 0.1 0.09
C 2.277706 8.472792 6.457160 -1.4 1.4 0.9 -0.22
C 2.640316 9.975692 6.180950 -0.1 -1.2 -0.3 -0.22
O 1.688266 10.894792 6.757230 0.3 -0.9 -0.3 -0.08
O 2.389276 8.084492 7.830600 0.8 -0.6 -0.6 -0.07
H 2.693836 7.706982 5.802590 1.3 0.4 0.4 0.12
H 1.260186 8.342402 6.088710 -0.7 0.5 0.4 0.11
H 2.609826 10.030752 5.092770 0.0 0.3 -0.2 0.11
H 3.641006 10.270542 6.496820 0.1 -0.4 0.2 0.11
H 1.757046 11.685702 6.217490 -0.2 0.2 0.1 0.08
H 1.803386 8.527982 8.448380 -0.3 0.4 -0.6 0.08
C 5.065236 -7.856418 -5.822180 0.4 -1.7 1.6 -0.24
C 6.465666 -8.504408 -5.637030 -2.0 0.3 1.2 -0.29
O 7.238886 -7.983558 -6.603920 2.6 0.8 -2.7 -0.05
O 4.370796 -8.564288 -6.821920 -0.2 -0.1 -0.5 -0.07
H 5.111946 -6.793838 -6.060560 0.2 0.0 0.3 0.12
H 4.537986 -8.081418 -4.895100 -0.4 0.5 0.0 0.12
H 6.380026 -9.585808 -5.743430 -0.3 -0.2 0.3 0.12
H 6.967796 -8.278628 -4.696280 -0.4 0.1 0.3 0.12
H 7.048096 -8.428308 -7.433020 0.3 0.1 -0.1 0.09
H 4.900586 -8.511648 -7.620760 -0.2 0.0 -0.3 0.07
C 5.458326 2.917482 -8.437360 1.2 -0.5 0.6 -0.23
C 6.002826 3.452892 -7.119180 -2.5 0.5 -0.2 -0.28
O 6.946686 2.625022 -6.503890 0.8 0.0 -0.2 -0.06
O 6.548896 2.999672 -9.339770 0.0 0.1 -0.9 -0.07
H 4.624446 3.509502 -8.814540 0.2 0.1 0.0 0.13
H 5.155666 1.877212 -8.317580 -0.3 -0.1 0.0 0.12
H 5.156066 3.535982 -6.437860 0.0 0.2 0.3 0.12
H 6.351426 4.455302 -7.367680 0.4 0.1 0.4 0.12
H 7.780176 2.921072 -6.877040 0.4 -0.3 0.2 0.09
H 7.133326 2.247642 -9.219370 -0.1 -0.1 0.0 0.08
C 1.850386 -3.660038 -11.953380 0.1 0.7 -0.2 -0.22
C 0.361596 -3.871028 -11.828730 -0.2 0.7 -0.4 -0.27
O 0.028496 -4.976328 -12.607860 -0.8 -1.4 0.4 -0.06
O 2.162646 -3.634598 -13.362010 0.8 -0.6 0.4 -0.08
H 2.428966 -4.463898 -11.498230 -0.2 -0.4 -0.4 0.12
H 2.228426 -2.770958 -11.448670 -0.3 0.4 -0.1 0.11
H -0.206304 -3.046718 -12.260120 0.3 0.8 -0.1 0.11
H -0.048944 -3.898868 -10.819390 0.4 -0.7 0.2 0.12
H 0.677656 -5.039728 -13.312260 0.2 0.0 -0.1 0.07
H 1.565166 -3.089498 -13.879200 -0.2 0.3 0.4 0.09
C 8.205226 5.416602 6.886140 -0.5 1.2 -0.7 -0.25
C 9.483836 4.812482 6.363460 -0.4 0.7 0.8 -0.27
O 10.219466 4.303622 7.427960 0.6 -0.8 0.7 -0.05
O 8.382736 6.552462 7.761640 0.4 -1.0 -0.5 -0.06
H 7.607606 4.622072 7.332990 0.0 -0.1 0.5 0.12
H 7.649786 5.717472 5.997860 -0.3 0.2 -0.1 0.11
H 10.158276 5.529142 5.894830 -0.4 0.0 -0.5 0.13
H 9.122546 4.031812 5.694030 0.4 -0.1 -0.4 0.12
H 9.588246 4.143852 8.133390 0.2 -0.2 0.3 0.08
H 7.518596 6.843142 8.062250 -0.1 0.0 0.0 0.08
C 9.415836 -1.730118 -0.102650 0.3 -1.2 -1.0 -0.22
C 8.943056 -2.740168 -1.238070 0.6 0.2 3.0 -0.24
O 7.642376 -2.477488 -1.655780 -0.4 0.9 -1.7 -0.06
O 8.949346 -0.383538 -0.321950 0.3 -1.0 0.1 -0.08
H 10.503186 -1.804838 -0.089140 0.3 0.5 -0.4 0.11
H 9.208186 -2.181208 0.867660 -1.0 0.6 0.3 0.11
H 8.946136 -3.719428 -0.759390 0.2 -0.2 0.2 0.11
H 9.751216 -2.829988 -1.963950 -0.9 0.6 -0.9 0.12
H 6.956526 -2.805738 -1.069730 0.4 -0.3 0.3 0.10
H 9.641056 0.181812 0.029520 -0.1 0.2 0.1 0.08
C -2.779224 -9.205008 -3.503250 -0.8 -0.7 -0.3 -0.84
O -3.687484 -9.360398 -2.765740 -3.0 -0.8 2.5 0.07
N -1.993024 -8.179458 -3.456370 3.3 4.3 0.9 0.16
N -2.461774 -9.983898 -4.505710 1.0 -2.5 -3.0 0.16
H -1.250914 -8.058598 -4.130730 -0.2 0.1 0.4 0.11
H -1.900504 -7.695748 -2.574570 -0.1 0.0 -0.3 0.12
H -1.548564 -9.813278 -4.902010 -0.5 -0.7 -0.3 0.10
H -3.012834 -10.783448 -4.783470 0.2 0.3 0.2 0.12
C -2.154514 8.731342 -3.227030 1.1 -0.7 -3.7 -0.77
O -2.545214 8.395912 -4.341060 -1.2 -0.1 0.3 0.02
N -1.721754 9.953092 -3.002710 0.3 3.9 0.4 0.14
N -1.739734 7.901472 -2.311780 0.2 -2.6 2.8 0.16
H -1.777174 10.603702 -3.773250 -0.1 -0.1 0.4 0.12
H -1.379614 10.275642 -2.108840 -0.2 0.0 -0.3 0.10
H -1.114334 8.263122 -1.605960 -0.3 -0.7 0.0 0.11
H -1.911454 6.913522 -2.432430 0.2 0.3 0.2 0.12
C 3.554686 -6.920098 2.815890 -1.2 -2.0 2.8 -0.78
O 3.791306 -6.754868 1.684540 1.1 0.1 -4.4 0.09
N 3.483796 -8.124938 3.482180 0.7 -1.1 -0.7 0.13
N 3.171866 -5.979428 3.640610 -0.7 3.4 2.4 0.15
H 3.384106 -8.132848 4.487220 -0.2 -0.5 -0.6 0.09
H 3.309596 -8.913628 2.875790 0.3 -0.1 0.7 0.10
H 2.999796 -5.038958 3.315030 0.3 -0.2 0.1 0.12
H 3.037376 -6.202748 4.616380 -0.2 0.5 -0.4 0.10
C -9.986244 4.380572 0.966460 0.0 -0.8 -0.2 -0.03
C -9.160044 5.306412 0.076600 2.1 -1.0 0.6 -0.50
C -7.656604 4.796842 0.099980 -1.2 -0.1 0.2 -0.15
C -7.405954 3.658712 -0.845960 0.5 0.3 -0.1 -0.19
C -7.817134 4.065462 -2.269780 -1.3 -0.1 0.9 -0.11
C -9.348324 4.410582 -2.383780 0.6 -1.4 0.7 -0.47
N -9.673824 5.347552 -1.288980 5.2 -0.2 -0.6 -0.17
O -10.861894 5.879632 -1.319950 -3.9 1.6 -0.4 0.01
C -9.551744 5.064142 -3.792330 0.2 -0.1 1.2 -0.02
C -10.166684 3.108302 -2.259500 -0.2 -0.3 -1.6 -0.04
C -9.096234 6.674102 0.712540 0.3 0.7 -0.2 -0.04
H -11.013314 4.717442 1.107020 -0.1 0.1 0.2 0.08
H -9.506264 4.244552 1.935600 -0.2 0.3 0.1 0.09
H -10.016394 3.392962 0.506210 -0.2 -0.1 0.0 0.07
H -6.952284 5.612272 -0.064650 -0.2 0.2 -0.4 0.11
H -7.381474 4.382352 1.069830 -0.4 0.4 0.5 0.12
H -7.840374 2.759902 -0.408320 -0.6 -0.2 -0.6 0.11
H -6.343594 3.472802 -0.688010 0.3 -0.2 -0.8 0.11
H -7.635434 3.274712 -2.997650 0.3 0.3 -0.2 0.12
H -7.358554 5.027122 -2.500040 0.6 -0.3 -0.2 0.11
H -9.485684 4.413032 -4.663990 -0.4 -0.7 0.4 0.08
H -10.532334 5.538392 -3.751820 0.3 0.5 -0.4 0.08
H -8.683624 5.699812 -3.966620 -0.5 0.8 0.2 0.08
H -9.878174 2.394332 -1.488080 -0.1 0.4 0.2 0.07
H -11.245534 3.252962 -2.316680 -0.2 0.4 0.8 0.08
H -10.059124 2.580342 -3.207020 0.5 -0.3 -0.1 0.07
H -10.026184 7.220522 0.555330 0.2 0.3 0.1 0.08
H -8.210514 7.169972 0.315420 -0.5 0.6 -0.5 0.08
H -8.834724 6.646262 1.770340 -0.5 -0.4 0.2 0.09
H -11.379314 5.391372 -0.675370 -0.9 -0.3 0.0 0.09
C -3.684934 -3.692768 4.624810 -0.4 0.7 0.1 -0.02
C -5.091064 -4.102768 5.138490 0.4 -1.8 -1.0 -0.49
C -6.061434 -4.383918 3.969720 -0.8 -1.4 -1.0 -0.14
C -5.981194 -5.715358 3.203060 1.6 -1.4 1.3 -0.18
C -5.717234 -6.933978 4.164420 -0.9 1.5 -0.3 -0.13
C -4.676884 -6.649188 5.319820 -1.4 -0.8 -2.5 -0.49
N -5.027784 -5.361518 5.986200 -1.6 -0.1 -2.4 -0.11
O -4.431654 -5.145748 7.200690 0.6 0.0 0.4 -0.01
C -4.851824 -7.795928 6.294810 0.7 0.1 0.0 -0.04
C -3.310064 -6.828808 4.598220 0.4 0.6 1.2 -0.04
C -5.698414 -2.992828 5.906060 0.0 1.3 1.1 -0.06
H -3.523494 -4.019488 3.597530 0.4 -0.4 0.3 0.08
H -2.903144 -3.961258 5.335310 0.2 -0.5 -0.3 0.07
H -3.569394 -2.609348 4.594040 -0.4 0.2 -0.1 0.08
H -7.079234 -4.427498 4.357370 0.0 0.6 0.3 0.12
H -6.031404 -3.684668 3.134100 0.1 0.9 0.6 0.12
H -5.160764 -5.734528 2.485700 0.2 0.3 -0.1 0.09
H -6.868704 -5.954008 2.617000 -0.2 0.4 0.1 0.11
H -5.424184 -7.743368 3.495770 0.5 -0.3 0.4 0.11
H -6.689524 -7.231248 4.557350 0.0 0.0 0.4 0.10
H -4.471134 -8.674438 5.773860 -0.4 -0.3 0.2 0.08
H -4.206754 -7.660718 7.162970 -0.3 0.0 0.2 0.08
H -5.906414 -7.900048 6.549940 0.2 -0.1 0.3 0.09
H -2.680444 -6.398908 5.377230 1.2 -0.1 -0.6 0.07
H -3.033614 -7.864628 4.401330 -0.3 -0.2 0.7 0.08
H -3.137064 -6.409818 3.606950 -0.4 0.9 0.3 0.07
H -6.694304 -3.160668 6.316110 0.1 -0.4 -0.1 0.09
H -5.773344 -2.125298 5.250410 0.0 0.1 0.0 0.09
H -5.045554 -2.714158 6.733240 0.0 0.1 0.1 0.09
H -3.519944 -4.931868 6.989420 0.7 0.2 0.3 0.08
```
Positions in Å, forces in eV/Å.

For the HOMO-LUMO gap, the calculation gives 4.82 eV. Its HOMO energy is -7.38 eV. The total energy is -5551.417307 hartree. The net charge is 0. As for the LUMO energy: -2.6 eV.